19
Properties=species:S:1:pos:R:3:mulliken_charge:R:1 method="wB97M-V/def2-TZVPD" relative_energy_kcal_mol=72.56 spin_multiplicity=1 smiles="C=C(C)C/C=C/C" gap_ev=9.6271 total_charge=0 molar_mass_g_mol=96.173 homo_ev=-8.50
C -1.234 -2.400 0.034 -1.033
C -1.049 -1.034 -0.670 0.361
C -2.174 -0.268 -1.018 -0.833
C 0.318 -0.400 -0.826 -0.552
C 0.589 0.427 0.349 0.002
C 1.476 1.516 0.200 -0.286
C 1.933 2.184 1.555 -1.114
H -0.536 -3.151 -0.330 0.329
H -2.227 -3.028 -0.070 0.299
H -1.114 -2.157 1.180 0.203
H -3.129 -0.323 -0.463 0.245
H -2.153 0.473 -1.807 0.295
H 1.186 -0.991 -1.001 0.405
H 0.294 0.381 -1.634 0.308
H 0.185 -0.070 1.330 0.108
H 2.052 1.672 -0.722 0.337
H 1.411 1.949 2.453 0.327
H 2.915 1.807 1.687 0.280
H 1.955 3.297 1.627 0.317